ORCA calculation (the ωB97M-V functional and the def2-TZVPD basis) on C7H16N3P as an isolated structure.

For the energy above the lowest of the compared OMol25 structures with the same formula, charge and spin, the calculation gives 453.8 kJ/mol. Its largest force on an atom is 0.088 hartree/bohr. For the total energy, the calculation gives -781.74536 Ha. Its molecular weight is 173.20 u. The value obtained for the HOMO-LUMO gap (spin up / spin down) is 8.42 / 8.42 eV.

```
! wB97M-V def2-TZVPD RIJCOSX def2/J DEFGRID3
* xyz 0 1
C -2.26 -1.27 0.92
C -1.61 -0.37 0.45
C -3.10 -2.44 1.33
C 1.31 0.21 1.97
C 0.94 2.58 1.61
C 1.74 0.27 -1.93
C -0.34 -0.85 -2.42
N -1.02 2.25 -0.48
N 0.54 1.25 1.40
N 0.71 -0.54 -1.37
P -0.49 0.93 0.08
H -3.32 -2.22 2.32
H -3.93 -2.44 0.58
H -2.51 -3.26 1.32
H 1.21 0.11 3.01
H 0.84 -0.75 1.44
H 2.40 0.29 1.68
H 1.88 2.49 2.13
H 1.14 3.09 0.71
H 0.32 3.22 2.23
H 1.47 1.28 -1.98
H 2.63 0.33 -1.29
H 2.17 -0.24 -2.83
H -1.06 -1.61 -2.04
H -0.92 0.01 -2.66
H 0.11 -1.30 -3.47
H -2.07 2.09 -0.58
*
```